Formula: C22H28FN2OS
Source: the Open Molecules 2025 dataset
Level of theory: ωB97M-V/def2-TZVPD

As for the total charge: +1. The HOMO energy is -8.7 eV. As for the LUMO energy: -5.12 eV.

Cartesian coordinates (Å):
C1 -3.036 3.906 11.903
C2 -2.196 5.121 11.777
N1 -1.330 5.219 10.759
F1 -1.368 3.651 9.876
C3 -0.569 6.309 10.612
C4 0.396 6.468 9.476
C5 -0.647 7.348 11.550
C6 -1.514 7.301 12.644
C7 -1.591 8.437 13.656
C8 -2.293 6.142 12.727
H1 -3.559 3.912 12.855
H2 -3.773 3.850 11.102
H3 -2.400 3.029 11.829
H4 1.028 7.344 9.620
H5 1.024 5.584 9.414
H6 -0.119 6.585 8.522
H7 0.000 8.216 11.439
H8 -2.325 8.223 14.456
H9 -0.617 8.633 14.151
H10 -1.891 9.395 13.184
H11 -2.981 6.013 13.554
C9 -0.845 3.546 7.166
O1 -0.395 2.541 8.141
C10 -0.856 1.267 8.219
C11 -2.226 0.823 7.823
C12 -2.436 0.549 6.461
C13 -3.637 -0.016 6.038
C14 -4.643 -0.295 6.964
C15 -4.450 0.003 8.317
C16 -3.254 0.579 8.756
C17 0.322 0.474 8.243
N2 0.482 -0.797 7.810
C18 -0.609 -1.749 7.753
C19 1.783 -1.104 7.491
C20 2.106 -2.454 6.971
C21 2.644 -0.073 7.729
C22 4.113 -0.084 7.526
S1 1.842 1.344 8.281
H12 -0.844 4.473 7.740
H13 -0.038 3.540 6.416
H14 -1.845 3.342 6.757
H15 -1.618 0.743 5.761
H16 -3.769 -0.243 4.982
H17 -5.578 -0.741 6.630
H18 -5.227 -0.224 9.044
H19 -3.053 0.791 9.810
H20 -0.184 -2.722 7.993
H21 -1.388 -1.504 8.482
H22 -1.042 -1.789 6.746
H23 3.158 -2.451 6.681
H24 1.979 -3.246 7.721
H25 1.523 -2.730 6.083
H26 4.461 -1.067 7.202
H27 4.409 0.650 6.764
H28 4.634 0.169 8.460


Formula: C22H28MnN6O5S
Source: the Open Molecules 2025 dataset
Level of theory: ωB97M-V/def2-TZVPD

Its spin multiplicity is 5. As for the expectation value of S²: 6.47. As for the total charge: +1. The HOMO energy (spin up / spin down) is -10.5 / -11.1 eV. As for the LUMO energy (spin up / spin down): -3.34 / -3.55 eV.

Cartesian coordinates (Å):
Mn1 -1.320 -0.327 0.082
C1 -0.421 -4.429 0.706
C2 -0.919 -3.118 0.229
N1 -0.994 -2.060 0.948
N2 -0.634 -2.036 2.273
C3 -0.744 -0.806 2.684
O1 -1.154 0.168 1.905
C4 -0.402 -0.455 4.075
C5 -0.745 0.801 4.570
C6 -0.425 1.143 5.874
C7 0.246 0.236 6.684
C8 0.589 -1.017 6.192
C9 0.265 -1.366 4.892
C10 -1.321 -2.886 -1.174
C11 -1.344 -3.868 -2.140
C12 -1.706 -3.522 -3.436
C13 -2.035 -2.210 -3.726
C14 -1.998 -1.275 -2.704
N3 -1.655 -1.608 -1.463
H1 -0.271 -4.405 1.780
H2 0.533 -4.628 0.212
H3 -1.117 -5.228 0.448
H4 -1.282 1.490 3.932
H5 -0.706 2.111 6.266
H6 0.496 0.502 7.702
H7 1.110 -1.723 6.824
H8 0.527 -2.337 4.497
H9 -1.068 -4.882 -1.891
H10 -1.726 -4.275 -4.213
H11 -2.313 -1.901 -4.722
H12 -2.236 -0.235 -2.874
C15 -1.712 2.820 -2.508
O2 -0.900 2.213 -1.481
C16 -1.602 1.739 -0.424
O3 -2.607 0.958 -0.588
H13 -1.041 3.043 -3.330
H14 -2.165 3.736 -2.123
H15 -2.486 2.131 -2.840
N4 0.152 3.972 2.392
C17 -0.080 3.038 1.469
N5 0.887 2.279 1.026
S1 -1.736 2.926 0.954
H16 1.043 4.043 2.855
H17 -0.584 4.588 2.694
H18 1.818 2.415 1.392
H19 0.762 1.466 0.386
O4 1.368 -2.040 -0.993
C18 1.525 -0.819 -0.974
O5 0.634 0.026 -0.483
C19 2.719 -0.234 -1.563
N6 0.583 0.714 -3.751
C20 1.562 1.783 -3.925
C21 2.957 1.535 -3.351
C22 2.948 1.205 -1.840
H20 3.456 -0.952 -1.900
H21 0.399 0.578 -2.763
H22 0.943 -0.160 -4.122
H23 1.153 2.684 -3.457
H24 1.650 2.000 -4.992
H25 3.562 2.429 -3.519
H26 3.445 0.722 -3.897
H27 2.191 1.821 -1.349
H28 3.923 1.486 -1.428


Formula: C22H28N2O2
Source: the Open Molecules 2025 dataset
Level of theory: ωB97M-V/def2-TZVPD

As for the SMILES: CCCCC(=O)C1=C(NCCc2c(C)[nH]c3ccccc23)CCCC1=O. As for the total charge: 0. The HOMO energy is -7.8 eV. As for the LUMO energy: 0.61 eV.

Cartesian coordinates (Å):
C1 -1.560 -4.153 -0.955
C2 -1.262 -4.197 0.540
C3 -0.929 -2.824 1.122
C4 0.446 -2.319 0.693
C5 0.663 -0.886 1.105
O1 -0.211 -0.316 1.763
C6 1.881 -0.197 0.676
C7 1.908 1.203 0.695
N1 0.907 1.901 1.220
C8 0.486 3.221 0.825
C9 -0.103 3.208 -0.607
C10 -0.910 1.969 -0.831
C11 -0.576 0.874 -1.584
C12 0.582 0.612 -2.482
N2 -1.546 -0.087 -1.441
C13 -2.510 0.358 -0.585
C14 -3.668 -0.256 -0.131
C15 -4.465 0.453 0.742
C16 -4.123 1.745 1.148
C17 -2.976 2.359 0.698
C18 -2.146 1.663 -0.179
C19 3.084 1.945 0.133
C20 4.358 1.186 0.482
C21 4.289 -0.181 -0.169
C22 2.999 -0.940 0.115
O2 2.966 -2.128 -0.166
H1 -2.383 -3.471 -1.157
H2 -0.688 -3.828 -1.518
H3 -1.841 -5.141 -1.314
H4 -0.430 -4.880 0.724
H5 -2.138 -4.594 1.059
H6 -0.954 -2.875 2.212
H7 -1.689 -2.100 0.822
H8 1.236 -2.936 1.127
H9 0.572 -2.387 -0.389
H10 0.158 1.285 1.580
H11 -0.283 3.525 1.536
H12 1.309 3.938 0.881
H13 0.709 3.253 -1.334
H14 -0.724 4.097 -0.735
H15 1.262 -0.115 -2.035
H16 0.237 0.211 -3.435
H17 1.133 1.528 -2.678
H18 -1.513 -1.000 -1.862
H19 -3.935 -1.253 -0.450
H20 -5.372 0.005 1.119
H21 -4.777 2.268 1.831
H22 -2.729 3.362 1.015
H23 2.994 2.024 -0.953
H24 3.118 2.954 0.544
H25 4.432 1.082 1.567
H26 5.236 1.732 0.132
H27 4.357 -0.080 -1.257
H28 5.119 -0.818 0.142


Record-wise E values, in eV: -41837.222 -84596.797 -30345.064
Record-wise energy above the lowest of the compared OMol25 structures with the same formula, charge and spin values, in eV: 0.000 0.000 0.716